Below is 2 unconnected molecules or ions with the total composition C3H9N3O at a distorted geometry, with properties calculated with ωB97M-V/def2-TZVPD.

The geometry in XYZ format:
```
16
Properties=species:S:1:pos:R:3:forces:R:3:mulliken_charge:R:1
H 1.557 -0.601 3.180 0.36 -0.16 0.09 0.22
N 1.634 0.089 2.455 0.30 -0.41 -0.13 -0.46
H -1.397 -0.617 1.472 2.21 -0.37 0.23 0.26
N -0.411 -0.879 1.789 -1.21 1.60 -1.45 -0.51
H -1.234 0.212 -0.930 0.26 -0.62 -0.53 0.26
C 0.512 0.176 1.650 -1.32 2.29 0.49 0.50
C -0.421 0.170 -3.028 0.57 -0.65 -0.54 -0.88
H -0.381 1.265 -3.058 -0.31 -0.31 0.12 0.29
H -0.988 -0.287 -3.857 0.36 0.55 0.02 0.29
O -1.319 -1.660 -1.802 0.59 2.34 0.19 -0.53
C -1.021 -0.460 -1.813 -0.98 -1.46 0.72 0.30
H 0.621 -0.203 -3.118 -0.50 0.18 0.03 0.23
H 1.066 1.766 0.589 -1.87 -0.93 1.59 0.20
H 2.066 0.962 2.764 -0.50 -0.54 -0.43 0.24
H -0.472 -1.187 2.719 -0.02 -0.71 1.32 0.25
N 0.189 1.255 0.989 2.07 -0.77 -1.72 -0.66
```
Positions in Å, forces in eV/Å.

Values from the calculation:
- Max |F|: 2.8 eV Å⁻¹
- SMILES: N=C(N)N.CC=O
- Energy relative to the best compared isomer or geometry (same formula, charge and spin): 1.563 eV
- Charge: 0
- M: 103.12 g mol⁻¹

---

Below is a molecular structure, C19H25N2O5Tl, with properties calculated with ωB97M-V/def2-TZVPD.

The geometry in XYZ format:
```
52
Properties=species:S:1:pos:R:3:forces:R:3:mulliken_charge:R:1
C 2.367 -2.503 4.150 0.01 -0.09 0.00 -0.68
H 2.312 -0.182 -2.621 -0.03 -0.04 0.04 0.06
O 2.134 -1.645 -0.742 0.08 -0.13 0.08 -0.30
C -2.881 2.258 -1.626 -0.07 0.12 0.04 -1.62
C 0.115 3.060 -1.886 -0.01 0.14 -0.04 -1.58
C -2.683 1.755 1.932 -0.01 0.02 0.03 -0.90
C 3.414 -3.217 3.589 -0.05 0.05 -0.08 -0.60
H -3.491 2.440 2.189 0.01 0.00 0.01 0.47
H 4.077 -3.804 4.210 -0.01 -0.01 0.01 0.44
C 0.365 -0.953 3.848 -0.03 -0.13 -0.12 0.47
C 2.699 -2.401 1.472 0.04 -0.05 -0.14 0.53
H 0.140 3.282 -0.817 -0.03 -0.03 0.01 0.09
H -4.005 -0.306 -2.013 0.01 0.02 0.01 0.38
C 3.594 -3.161 2.218 -0.05 0.03 0.11 -0.53
H 2.194 1.536 -2.957 0.00 0.01 0.01 0.37
H 2.198 -2.565 5.217 -0.01 0.02 -0.01 0.31
H 0.201 -2.489 -2.702 0.01 0.04 0.05 0.12
C 1.531 -1.768 3.314 -0.09 0.12 0.06 0.63
C 1.715 0.573 -3.133 0.09 0.00 -0.12 -1.51
O 0.418 -0.629 5.158 0.00 0.04 0.03 -0.47
H -2.865 1.334 0.947 -0.01 -0.01 0.01 -0.05
H -2.583 2.912 -0.802 0.02 0.00 -0.01 0.31
H 3.915 -2.900 -1.438 -0.01 0.00 0.00 0.36
N 1.684 -1.729 1.997 0.18 -0.02 0.09 -0.01
C -3.180 -0.833 -2.495 -0.12 -0.04 -0.11 -1.60
C -0.430 1.695 -2.175 0.12 -0.05 0.17 0.41
H 1.132 3.177 -2.262 0.02 -0.01 -0.01 0.45
H -3.174 2.920 -2.450 0.02 -0.02 -0.03 0.33
H -1.225 -2.360 -3.723 -0.01 0.01 0.00 0.43
C 0.281 0.589 -2.696 -0.07 -0.05 0.16 0.71
H -0.297 3.911 2.876 -0.01 0.00 0.00 0.25
H -3.787 1.733 -1.315 0.01 -0.03 0.01 0.35
H -2.654 0.948 2.664 0.02 -0.03 -0.01 0.28
H -0.488 3.839 -2.363 -0.01 -0.01 -0.01 0.32
H 1.801 0.366 -4.206 -0.03 0.01 0.00 0.32
H -3.504 -1.054 -3.517 0.02 0.03 -0.01 0.30
H -3.084 -1.799 -1.989 0.04 0.00 0.00 0.31
H 1.261 -0.881 5.551 0.00 0.05 -0.04 0.30
N -1.195 3.467 2.801 -0.03 0.01 0.03 -0.41
C -1.916 -0.023 -2.459 -0.07 -0.08 0.01 0.34
C -0.318 -1.836 -3.412 0.01 -0.09 -0.18 -1.43
O 3.883 -3.024 -0.477 -0.07 0.04 -0.04 -0.47
O -0.566 -0.624 3.178 0.06 -0.03 0.12 -0.40
C 2.841 -2.296 -0.028 0.07 -0.02 0.11 -0.11
C -1.338 2.438 1.928 0.00 -0.05 -0.02 0.74
Tl -0.560 -0.449 -0.124 0.01 0.37 -0.35 0.78
C -1.782 1.321 -2.020 -0.05 -0.15 -0.04 0.79
H 0.329 -1.771 -4.293 -0.01 0.02 -0.02 0.32
C -0.641 -0.475 -2.869 -0.03 -0.07 0.03 0.35
O -0.421 2.089 1.204 0.03 0.05 0.16 -0.58
H 4.399 -3.692 1.735 0.00 0.00 -0.03 0.48
H -1.931 3.726 3.432 0.01 0.02 0.00 0.17
```
Positions in Å, forces in eV/Å.

Values from the calculation:
- Max |F|: 0.5 eV Å⁻¹
- Energy relative to the best compared isomer or geometry (same formula, charge and spin): 0.000 eV
- Charge: 0
- M: 565.80 g mol⁻¹

---

Below is a molecular structure, C27H24CdCl2N5O7Si, with properties calculated with ωB97M-V/def2-TZVPD.

The geometry in XYZ format:
```
67
Properties=species:S:1:pos:R:3:forces:R:3:mulliken_charge:R:1
Si 1.004 3.829 -0.508 0.21 -0.16 -0.02 0.06
C -4.469 -2.080 0.910 -0.02 0.05 0.00 -0.69
H 2.360 3.141 -3.050 0.00 -0.02 0.02 0.35
H 0.231 4.272 1.822 0.04 0.00 -0.01 0.34
C 2.086 2.095 -3.072 0.00 0.01 -0.03 -0.96
C 1.472 -2.744 0.711 -0.09 0.00 0.01 -0.66
H 0.546 -5.952 1.211 0.00 -0.03 0.00 0.56
H 2.327 -2.078 0.647 0.02 -0.02 -0.01 0.60
C -3.266 -4.242 1.059 0.05 0.19 -0.03 -0.52
C 0.984 0.632 4.445 0.05 -0.06 -0.02 -0.03
H -1.803 3.853 -2.045 0.07 0.02 -0.02 -0.30
Cl -2.260 1.581 -2.373 -0.07 -0.05 -0.07 -0.12
O 2.245 0.028 1.135 -0.08 0.04 -0.04 -0.99
C -4.404 -0.722 0.758 0.03 0.01 0.00 -1.03
H 3.493 3.993 -0.609 -0.02 -0.02 -0.02 0.31
C -0.810 -4.287 0.951 -0.06 0.12 -0.02 0.85
O 0.139 0.949 5.264 -0.01 0.02 0.01 -0.70
C 2.074 0.162 2.393 0.05 -0.13 0.07 0.80
N 0.987 0.214 -2.075 -0.10 -0.07 0.06 0.10
H 1.872 -2.664 -3.013 0.01 0.01 0.00 0.32
C 0.997 -2.010 -3.016 -0.01 -0.04 0.00 -1.15
H -2.776 3.169 -0.719 0.01 0.00 -0.01 0.09
C -3.147 -0.136 0.549 0.03 0.01 0.01 -0.25
H -0.837 5.071 0.668 0.00 0.00 0.00 0.42
H 2.939 3.450 0.975 0.00 0.00 0.01 0.24
C 2.169 -0.073 -4.119 -0.03 0.02 0.04 -0.85
C 2.507 1.283 -4.094 0.01 -0.01 -0.01 -0.54
Cl -4.105 3.869 -2.525 -0.01 -0.02 0.00 -0.21
H 0.045 5.821 -1.718 0.00 0.00 -0.02 0.50
N 0.800 2.190 -0.973 -0.33 -0.01 0.11 0.05
H 2.828 5.165 0.538 0.02 0.00 0.01 0.35
C -0.822 -2.894 0.733 0.01 0.02 0.01 -0.61
C 3.056 -0.160 3.433 0.00 0.11 0.00 -0.06
Cd 0.152 0.296 0.184 0.56 0.26 0.10 2.69
C -2.103 -4.923 1.084 -0.04 -0.34 -0.02 -0.46
H 2.499 -0.728 -4.914 0.00 0.00 -0.01 0.41
C 1.587 -4.122 0.929 0.06 0.01 0.00 -1.03
O 4.172 -0.628 3.283 0.00 -0.04 0.01 -0.70
C -2.071 -2.152 0.688 -0.01 0.03 0.03 -0.62
N -2.025 -0.819 0.500 -0.06 0.02 -0.17 0.24
H 0.389 -2.278 -3.882 0.01 0.01 -0.01 0.36
C 0.849 0.562 2.989 -0.01 0.04 0.06 0.62
C 2.730 4.144 0.158 -0.07 0.05 0.01 -1.08
O -3.388 -6.835 1.326 0.02 -0.08 -0.09 -0.66
C -0.253 4.164 0.850 -0.05 0.02 0.02 -0.94
C 0.462 -4.894 1.040 -0.04 0.02 0.00 -0.60
H -0.938 3.319 0.957 0.00 0.00 -0.02 0.03
H 0.306 4.471 -2.838 -0.06 0.00 0.00 0.44
H 2.570 -4.562 1.022 -0.01 -0.02 0.00 0.46
O -0.218 0.809 2.323 -0.16 0.05 -0.06 -1.02
H 3.113 1.702 -4.889 0.01 -0.01 0.00 0.40
O -1.261 -7.076 1.391 0.00 0.01 -0.10 -0.64
C -2.631 3.204 -1.793 0.04 0.01 0.09 0.47
N -2.258 -6.394 1.271 0.03 0.19 0.24 1.07
C 2.400 0.187 4.753 -0.04 -0.03 -0.03 0.55
H -5.286 -0.099 0.788 -0.01 -0.01 0.00 0.45
H 1.658 5.456 -2.315 0.03 0.00 0.02 0.35
H -3.058 0.935 0.417 -0.01 -0.01 0.01 0.36
C 1.293 1.548 -2.026 0.02 -0.10 -0.07 1.04
O 2.903 0.097 5.849 0.00 0.01 0.01 -0.65
H -4.198 -4.775 1.179 0.02 -0.01 0.00 0.57
C 1.405 -0.562 -3.073 0.02 0.01 -0.04 0.35
C 0.722 5.003 -1.979 -0.05 0.04 0.06 -1.55
H -5.417 -2.582 1.064 0.01 -0.02 0.00 0.44
H 0.419 -2.200 -2.114 0.00 0.01 0.00 0.03
C -3.279 -2.827 0.882 0.00 -0.08 0.03 1.14
N 0.296 -2.165 0.604 0.05 -0.05 -0.06 0.20
```
Positions in Å, forces in eV/Å.

Values from the calculation:
- Max |F|: 0.6 eV Å⁻¹
- Energy relative to the best compared isomer or geometry (same formula, charge and spin): 1.059 eV
- Charge: -1
- M: 741.92 g mol⁻¹

---

Below is a molecular structure, C24H44N3OP2V at a distorted geometry, with properties calculated with ωB97M-V/def2-TZVPD.

The geometry in XYZ format:
```
75
Properties=species:S:1:pos:R:3:forces:R:3:mulliken_charge:R:1
H 2.636 3.733 3.015 -0.05 -0.33 0.18 0.38
N 1.686 -2.146 0.567 -0.25 1.03 0.91 0.87
H 3.442 2.458 3.949 -0.31 0.14 -0.19 0.42
H -3.706 -1.727 -3.887 0.10 -0.13 0.16 0.48
H 1.021 -2.262 -3.580 0.26 -0.26 0.34 0.35
H 3.431 2.657 0.769 0.07 -0.35 0.14 0.31
C 1.050 4.000 0.106 -0.02 0.11 -0.17 -1.44
H 0.604 4.932 -0.268 0.19 -0.19 0.07 0.49
N -0.975 -0.891 1.581 0.55 0.12 -0.30 0.63
H -0.306 -0.911 3.606 -0.15 0.19 -0.29 0.16
C 3.333 1.671 1.243 0.29 0.08 0.03 -1.35
H -1.512 -4.608 -1.886 0.23 0.09 -0.23 0.35
H -2.618 -3.089 -3.571 -0.17 0.32 0.13 0.28
C 1.953 -1.337 1.614 0.35 -2.29 0.16 -1.78
P 0.558 1.654 1.554 0.06 0.23 0.79 0.59
C 4.672 -4.929 1.342 0.07 0.52 0.42 -0.51
C 0.073 3.377 1.108 -0.24 -0.30 -0.37 1.00
C -1.980 -1.158 -2.754 -0.07 0.44 0.31 1.01
H 4.300 1.399 1.691 -0.19 0.20 -0.19 0.44
V 0.367 -0.556 0.290 -1.31 -1.35 3.13 -0.97
H -0.644 -1.649 -4.422 -0.21 0.28 0.13 0.31
C 4.493 -3.769 2.101 0.30 -0.90 -0.69 -1.12
C -0.178 4.295 2.309 -0.02 0.05 0.11 -1.45
H 3.368 -1.349 3.125 0.16 -0.13 0.16 0.29
H 1.199 -0.688 2.107 0.67 -0.25 -0.36 0.78
H 3.123 0.937 0.449 0.09 0.21 0.26 0.21
C 3.476 -2.925 1.684 0.22 -0.36 0.45 0.52
H -1.004 -3.016 1.754 -0.20 0.39 -0.22 0.18
H 1.229 3.349 -0.760 0.02 0.20 0.19 0.27
C 2.637 -3.179 0.600 -0.17 -0.03 -0.13 0.70
C -3.053 -2.183 -3.132 -0.13 -0.08 -0.07 -1.38
H -2.475 -0.245 -2.382 0.02 -0.21 -0.15 0.46
H -0.303 -0.065 -3.661 -0.16 -0.21 -0.13 0.29
C 3.833 -5.241 0.252 -0.53 0.51 -0.09 -1.10
H 1.708 2.736 4.191 0.26 0.08 -0.30 0.33
H 0.474 -3.430 -0.802 -0.36 0.02 -0.28 0.16
H -0.887 3.199 0.593 0.22 0.19 0.13 0.31
H -0.829 -4.158 -3.484 0.08 -0.02 0.38 0.38
P -0.983 -1.679 -1.301 -0.33 -1.16 -0.36 0.89
C -2.124 -2.379 -0.034 -0.40 0.08 0.12 -1.11
C 1.096 0.433 -1.083 2.79 4.97 -7.57 0.25
H 5.464 -5.626 1.598 -0.11 0.14 0.05 0.41
H 3.989 -6.175 -0.297 -0.11 0.42 0.26 0.45
C -0.967 -0.323 2.930 -0.69 -0.22 0.12 -0.77
H 0.750 4.552 2.835 -0.35 -0.04 -0.20 0.28
H -2.532 -2.194 2.095 0.24 -0.12 -0.34 0.57
H -0.883 3.865 3.030 0.16 0.16 -0.14 0.33
H 2.014 4.253 0.568 -0.31 -0.05 -0.10 0.29
H 1.852 -1.810 -2.076 -0.14 -0.29 -0.15 0.19
C 2.257 1.688 2.334 -0.27 -0.36 -0.20 0.49
O 1.427 1.087 -2.011 -1.33 -2.75 4.11 -0.36
H -3.084 -1.851 -0.160 0.25 -0.22 0.00 0.56
H -1.990 -0.429 3.353 0.56 0.11 -0.02 0.53
H -2.123 1.625 -0.703 -0.46 -0.14 0.66 -0.10
H 5.098 -3.531 2.966 0.05 -0.12 -0.06 0.46
C -0.599 -4.310 -2.420 0.13 -0.19 -0.13 -1.70
H -2.281 -3.447 -0.240 -0.11 0.32 0.04 0.36
C -1.654 -2.175 1.421 -0.36 -0.18 0.45 -0.77
C 2.796 -4.387 -0.119 0.36 0.03 0.06 -0.28
N 2.999 -1.796 2.302 0.13 0.96 0.16 0.34
H -1.723 -0.275 -4.698 0.14 -0.12 0.16 0.51
H -2.523 1.476 -0.064 0.41 0.13 -0.70 0.11
H 1.997 -3.466 -2.684 -0.04 0.29 -0.24 0.54
H -0.154 1.460 3.901 -0.23 0.01 -0.36 0.29
C 2.505 2.725 3.432 0.20 0.11 0.06 -1.60
H 2.127 -4.664 -0.919 0.08 0.02 -0.02 0.27
H -1.508 1.747 2.770 0.38 -0.08 0.08 0.60
H -3.679 -2.469 -2.278 0.10 0.04 -0.24 0.34
C 0.096 -3.105 -1.781 -0.03 0.20 0.25 0.45
H -0.616 5.226 1.927 0.08 -0.19 0.14 0.49
C 1.306 -2.620 -2.582 0.15 -0.09 -0.20 -1.41
H 2.284 0.710 2.833 0.03 0.20 0.10 0.26
C -1.097 -0.770 -3.945 0.00 0.13 -0.16 -1.55
C -0.580 1.172 2.926 -0.41 -0.13 0.10 -0.79
H 0.103 -5.154 -2.355 -0.24 0.12 -0.12 0.36
```
Positions in Å, forces in eV/Å.

Values from the calculation:
- Max |F|: 9.5 eV Å⁻¹
- Spin multiplicity: 3
- Total energy: -2806.53973 a.u.
- Charge: +2
- M: 503.53 g mol⁻¹
- Expectation value of S²: 2.056

---

Below is a molecular structure, C33H49AlCl3N2O3PSi at a distorted geometry, with properties calculated with ωB97M-V/def2-TZVPD.

The geometry in XYZ format:
```
93
Properties=species:S:1:pos:R:3:forces:R:3:mulliken_charge:R:1
C 2.395 2.552 -2.259 -0.20 -0.20 0.08 -0.50
H -3.870 1.882 2.855 0.27 -0.04 0.16 0.38
C 2.158 3.893 -2.004 -0.53 -0.04 0.47 -0.88
C -0.044 -4.732 0.487 0.27 0.15 -0.13 -1.02
C -2.356 1.455 -1.498 0.15 -1.78 -0.09 -0.10
C 1.728 0.292 -3.192 1.12 0.04 -1.23 -0.43
C -1.564 -5.024 5.742 0.40 -0.38 -0.05 -0.58
N -2.619 1.063 -2.768 -0.75 0.57 1.85 0.29
N 1.006 3.106 1.337 0.25 -0.50 -1.02 0.69
C 1.937 -1.208 -5.209 -0.38 -0.08 -0.17 -1.56
H 1.290 0.551 -7.628 -0.29 0.18 0.27 0.36
H -0.031 1.691 -7.234 -0.09 -0.18 -0.40 0.42
H 0.668 5.437 -1.795 -0.05 -0.21 -0.10 0.41
H 0.254 -4.706 1.539 0.12 0.54 -0.02 0.19
C -0.404 3.499 1.243 -0.58 0.64 -0.06 -0.48
C -0.262 -4.962 5.217 -0.14 0.78 0.07 -0.67
H 0.380 1.274 5.351 -0.30 0.01 0.08 0.35
C -1.867 -2.649 5.303 -0.48 -0.84 0.31 -0.51
H 0.509 -4.004 -2.933 0.08 0.00 -0.05 0.28
H 2.200 -1.944 3.745 -0.35 0.62 -0.02 0.35
Al -0.241 -0.404 0.200 1.37 0.37 -0.87 -0.91
H -2.637 -0.241 2.672 -0.01 0.01 0.18 0.63
H -1.043 2.618 1.403 0.27 0.63 0.16 -0.12
C 0.847 4.393 -2.056 0.66 0.22 -0.08 -0.83
H -2.786 -0.240 -4.336 0.23 -0.40 0.78 0.43
C -2.940 1.747 3.413 -0.15 0.19 0.16 -0.67
H 2.231 -3.597 -2.684 -0.01 0.17 -0.10 0.23
H 1.253 -3.684 4.317 -0.30 -0.19 0.13 0.27
H -3.687 2.841 -2.981 -0.04 -0.24 -0.47 0.34
H 2.210 -0.416 4.702 -0.17 -0.38 -0.60 0.41
Si 1.006 -3.475 -0.569 -1.06 -1.09 1.43 0.79
C 2.464 -3.443 0.548 1.33 0.69 0.12 -0.98
H 0.218 -5.766 0.234 0.02 0.10 -0.55 0.42
H 2.139 4.860 0.883 -0.09 -0.71 0.57 0.30
H 2.987 4.517 -1.710 0.06 0.31 0.03 0.48
H 3.163 -2.592 0.409 -0.45 -1.17 0.13 0.52
C 1.538 0.155 -4.726 -0.02 1.66 0.28 0.47
O -1.942 0.696 -0.580 -0.32 1.12 -0.89 -0.57
C 0.992 1.092 -5.522 0.68 -0.25 0.45 0.16
Cl -0.536 -1.692 1.929 -0.67 -1.09 -4.58 0.06
H 0.931 2.152 -5.235 -0.18 -0.66 0.29 0.41
H 2.830 -1.530 -4.642 -0.48 -0.03 -0.27 0.29
H 2.168 -1.161 -6.283 -0.02 -0.20 0.22 0.46
C 0.081 2.261 -2.870 0.54 0.26 0.33 -0.07
P -0.030 -1.092 3.990 0.11 0.24 6.30 0.56
C -1.257 2.604 4.915 0.11 0.12 -0.13 -0.61
H -3.337 -3.909 6.248 0.00 0.02 -0.11 0.39
H 1.707 4.609 2.613 0.30 -0.39 -0.42 0.31
H -2.559 2.523 -1.296 0.04 -0.41 -0.05 0.40
H -0.637 3.919 0.235 0.38 -0.38 0.61 0.03
Cl -1.220 -1.867 -0.901 0.41 -2.57 -1.64 -0.15
H -0.618 4.273 1.978 0.09 -0.11 0.12 0.49
H -4.166 1.487 -4.097 0.31 0.51 0.15 0.44
H -3.007 3.723 4.279 0.27 -0.45 0.02 0.37
H 3.007 3.576 1.851 -0.79 0.43 -0.11 0.32
H 1.980 -0.368 2.907 0.05 -0.38 0.25 0.15
H -2.628 2.428 -4.374 -0.46 -0.21 0.15 0.22
H -0.875 3.410 5.536 -0.02 -0.09 -0.05 0.43
C -1.069 0.352 4.053 1.05 -0.24 0.31 0.42
H 2.108 -3.445 1.587 0.22 -0.09 -0.27 0.01
O 0.242 1.253 0.474 1.08 0.83 0.29 1.28
H 3.001 -4.371 0.305 -0.19 -0.21 0.27 0.44
C -2.453 2.778 4.212 -0.35 0.23 -0.11 -0.54
H 2.310 1.584 0.690 -0.39 -0.07 -0.08 0.43
H -0.671 1.665 -3.356 0.28 -0.09 0.10 1.28
H -3.351 -0.934 -2.739 0.76 0.42 -0.43 0.33
H 2.828 0.275 -3.034 0.42 0.18 0.10 0.00
C 1.350 1.730 -2.663 0.13 -1.37 -1.24 0.83
H 3.390 2.103 -2.182 -0.25 0.29 -0.03 0.37
C -0.180 3.577 -2.511 -0.38 0.15 0.11 -1.10
H -1.121 -4.669 0.515 -0.35 0.16 -0.38 0.33
C -2.559 -0.325 -3.248 0.33 -0.22 -0.40 -0.77
C 1.357 -4.074 -2.256 -0.33 0.61 -0.17 -0.89
H -1.945 -5.985 6.109 0.12 0.52 -0.10 0.34
C -2.353 -3.865 5.795 0.52 0.46 -0.32 -0.61
O 1.199 -0.851 -2.761 -2.01 -0.15 1.54 -0.45
C -0.566 1.407 4.832 -0.11 0.63 -0.24 -0.66
H -2.477 -1.742 5.338 0.16 -0.35 0.07 0.31
H 0.383 -5.844 5.224 -0.26 0.22 -0.09 0.38
H 1.102 -1.915 -5.026 0.66 0.18 -0.15 0.11
C 1.276 1.929 0.786 -1.27 0.94 1.00 -0.62
C 1.750 -0.933 3.831 0.53 0.69 0.20 -0.89
C -0.566 -2.588 4.765 0.28 1.21 -0.77 0.48
C 0.499 0.800 -6.893 -0.12 -0.18 -0.70 -1.66
H -0.205 -0.051 -6.883 0.19 0.29 -0.12 0.27
C -3.326 2.019 -3.618 0.31 0.08 -0.04 -0.91
Cl 2.089 -0.726 -0.056 -0.95 0.39 0.06 -0.50
C -2.259 0.539 3.323 0.09 -0.13 0.00 -0.35
H 1.566 -5.113 -2.025 0.09 -0.44 -0.12 0.44
H -1.534 -0.776 -3.108 -1.04 0.62 -0.17 0.00
C 2.031 4.090 1.690 0.19 0.27 -0.17 -0.93
C 0.241 -3.746 4.721 -0.29 -0.74 0.27 -0.40
H -1.200 3.979 -2.587 0.41 -0.04 -0.11 0.38
```
Positions in Å, forces in eV/Å.

Values from the calculation:
- Max |F|: 6.3 eV Å⁻¹
- Energy relative to the best compared isomer or geometry (same formula, charge and spin): 11.310 eV
- Charge: 0
- M: 714.17 g mol⁻¹